(i)
Computed, not measured: one molecule with the formula CH3NO4S, with wB97M-V/def2-TZVPD.

Calculated values
**SMILES**: COS(=O)(=O)N=O
**2S+1**: 1

```
10
Properties=species:S:1:pos:R:3:mulliken_charge:R:1
C -1.551 -0.092 0.137 -0.5360
O -0.460 -0.355 0.984 -0.2805
S 0.936 -0.432 0.090 1.0609
O 1.955 -0.948 0.940 -0.5574
O 0.680 -1.017 -1.168 -0.5019
N 1.415 1.292 -0.335 0.2308
O 2.561 1.423 -0.440 -0.2232
H -1.112 0.493 -0.730 0.3065
H -2.258 0.610 0.559 0.2570
H -2.166 -0.972 -0.037 0.2439
```


(ii)
Computed, not measured: one molecule with the formula CH3NO4S, with wB97M-V/def2-TZVPD.

Calculated values
**2S+1**: 1

```
10
Properties=species:S:1:pos:R:3:mulliken_charge:R:1
C 0.273 0.103 0.003 -0.8480
N -1.293 -0.402 -2.754 1.1300
O 0.040 -0.695 -2.542 -0.3451
O -1.831 -1.128 -3.515 -0.5728
O 0.803 1.728 -1.999 -0.4693
O -1.724 0.519 -2.147 -0.5011
S 1.091 0.373 -1.626 0.6159
H 0.835 0.687 0.722 0.3369
H 0.346 -0.952 0.242 0.3401
H -0.757 0.440 -0.008 0.3132
```


Result of the stability comparison: (i) is the most stable of them.


(i)
Computed, not measured: an isolated ion of composition C10H15O3S and charge -1, with wB97M-V/def2-TZVPD.

Calculated values
**Charge**: -1
**2S+1**: 1

```
29
Properties=species:S:1:pos:R:3:mulliken_charge:R:1
C 1.571 0.529 -0.087 0.7354
C 2.198 1.928 0.219 0.1338
C 2.460 -0.637 0.225 -0.7702
C 1.767 -1.991 0.091 -0.7006
C 0.910 -2.010 -1.168 -1.0446
C -0.192 -0.965 -1.045 -0.4766
C -0.496 1.555 -1.056 -1.0414
C 0.366 0.388 -0.658 0.3505
C -2.945 0.026 1.657 -1.2074
C -2.027 1.148 1.216 -0.3075
O 3.384 2.040 -0.113 -0.7399
O 1.446 2.761 0.753 -0.7342
O -2.954 0.362 -1.182 -0.6380
S -2.319 1.560 -0.590 0.3096
H 3.316 -0.579 -0.455 0.3310
H 2.858 -0.513 1.236 0.3369
H 2.514 -2.791 0.060 0.3444
H 1.125 -2.166 0.959 0.2777
H 1.537 -1.779 -2.033 0.3692
H 0.473 -3.003 -1.321 0.3729
H -0.740 -0.876 -1.987 0.3885
H -0.917 -1.292 -0.290 0.1683
H -0.113 2.463 -0.592 0.4255
H -0.515 1.668 -2.145 0.4760
H -3.301 -0.498 0.764 0.3387
H -2.422 -0.691 2.290 0.3013
H -3.813 0.401 2.200 0.3259
H -0.975 0.883 1.299 0.1238
H -2.197 2.079 1.753 0.5509
```


(ii)
Computed, not measured: an isolated ion of composition C10H15O3S and charge -1, with wB97M-V/def2-TZVPD.

Calculated values
**SMILES**: C[C@H](C#S(=O)[O-])C[C@H]1[C@@H](C)[C@]2(C)O[C@H]12
**Charge**: -1
**2S+1**: 1

```
29
Properties=species:S:1:pos:R:3:mulliken_charge:R:1
C 1.683 -2.867 0.023 -1.6009
C 0.654 -1.754 0.148 1.3811
C 0.884 -0.850 -1.111 -0.9755
S -0.066 -1.248 -2.370 0.8068
O -1.219 -2.229 -2.322 -0.6408
O 0.117 -0.537 -3.635 -0.6612
C 0.689 -0.896 1.463 -1.8459
C -0.409 0.271 1.534 0.4235
C -0.133 1.684 0.951 -0.1159
C 1.252 1.920 0.403 -1.1994
C -1.390 1.430 0.009 1.1345
C -1.691 2.189 -1.211 -1.8118
O -2.496 1.114 0.821 -0.5965
C -1.570 0.069 0.580 -0.7883
H 2.592 -2.330 -0.231 0.4553
H 1.532 -3.461 -0.989 0.2368
H 1.505 -3.570 0.780 0.4728
H -0.403 -2.105 0.187 0.0690
H 0.503 -1.609 2.228 0.5354
H 1.678 -0.554 1.699 0.3460
H -0.653 0.368 2.672 0.3552
H -0.508 2.462 1.735 0.3716
H 1.675 0.960 0.155 0.3665
H 1.777 2.581 1.206 0.2262
H 1.240 2.430 -0.567 0.3103
H -1.516 3.290 -0.922 0.2964
H -2.641 2.121 -1.572 0.5395
H -1.072 2.016 -1.957 0.3931
H -2.015 -0.895 0.294 0.5160
```


Result of the stability comparison: (i) is the most stable of them.


(i)
Computed, not measured: one molecule with the formula C4H4IN, with wB97M-V/def2-TZVPD.

Calculated values
**SMILES**: IC1=NCC=C1
**2S+1**: 1

```
10
Properties=species:S:1:pos:R:3:mulliken_charge:R:1
I 3.132 -0.735 0.002 0.1192
C 1.111 -0.364 0.003 0.0370
N 0.260 -1.235 -0.537 -0.4989
C -0.982 -0.579 -0.391 -0.2039
C -0.773 0.792 0.153 -0.5064
C 0.519 0.813 0.508 -0.1367
H -1.501 -1.323 0.371 0.2244
H -1.611 -0.607 -1.406 0.2517
H -1.363 1.718 0.321 0.3474
H 1.207 1.520 0.977 0.3663
```


(ii)
Computed, not measured: one molecule with the formula C4H4IN, with wB97M-V/def2-TZVPD.

Calculated values
**SMILES**: C/C(I)=C/C#N
**2S+1**: 1

```
10
Properties=species:S:1:pos:R:3:mulliken_charge:R:1
C 1.334 -0.503 0.675 -1.0629
C -0.113 -0.291 0.334 0.1690
I -1.672 -1.145 1.368 0.1875
C -0.466 0.520 -0.923 -0.3615
C -1.765 0.806 -1.369 0.1756
N -2.815 1.021 -1.704 -0.3304
H 1.314 -0.032 1.717 0.3019
H 1.641 -1.501 0.959 0.3382
H 2.153 -0.022 0.168 0.3339
H 0.389 1.147 -1.224 0.2489
```


Result of the stability comparison: (i) is the most stable of them.


(i)
Computed, not measured: one molecule with the formula C2H10Si2, with wB97M-V/def2-TZVPD.

Calculated values
**SMILES**: C[SiH2][SiH2]C
**2S+1**: 1

```
14
Properties=species:S:1:pos:R:3:mulliken_charge:R:1
C -0.443 1.971 1.221 -0.9351
Si -0.694 1.215 -0.502 0.2881
Si -0.130 -1.084 -0.783 0.3274
C 1.238 -2.045 -0.017 -0.9416
H -0.729 1.278 2.012 0.3050
H -0.938 2.944 1.301 0.2906
H 0.627 2.142 1.324 0.2833
H -0.117 2.168 -1.479 -0.1107
H -2.118 1.492 -0.878 -0.1161
H -1.180 -2.015 -0.405 -0.1296
H -0.167 -1.509 -2.187 -0.1476
H 0.996 -2.352 0.977 0.3093
H 2.026 -1.317 0.053 0.2994
H 1.629 -2.888 -0.636 0.2776
```


(ii)
Computed, not measured: one molecule with the formula C2H10Si2, with wB97M-V/def2-TZVPD.

Calculated values
**SMILES**: C[SiH2][SiH2]C
**2S+1**: 1

```
14
Properties=species:S:1:pos:R:3:mulliken_charge:R:1
C 0.391 -2.387 -0.697 -1.0237
Si -0.889 -0.963 -0.144 0.3620
Si 0.301 0.954 0.298 0.4772
C 1.097 0.878 2.078 -0.9744
H 1.187 -2.609 0.059 0.3070
H -0.117 -3.264 -1.119 0.3016
H 1.065 -2.002 -1.537 0.2870
H -1.942 -1.111 -1.190 -0.1500
H -1.350 -1.514 1.207 -0.0897
H 1.341 1.222 -0.489 -0.1828
H -0.448 2.231 0.254 -0.1679
H 0.888 1.863 2.581 0.2800
H 0.669 -0.090 2.494 0.2673
H 2.151 0.918 1.972 0.3063
```


Result of the stability comparison: (i) is the most stable of them.


(i)
Computed, not measured: C6H7N3 as an isolated structure, with wB97M-V/def2-TZVPD.

Calculated values
**2S+1**: 1

```
16
Properties=species:S:1:pos:R:3:mulliken_charge:R:1
C -3.012 -0.729 0.767 -0.4948
C -2.534 -0.497 -0.562 -0.3033
C -1.193 -0.405 -0.674 0.0608
C 1.635 1.288 -0.178 -0.6011
C 2.107 0.039 0.599 0.2215
C 3.342 -0.660 0.220 0.0388
H -2.122 -0.379 1.582 0.2499
H -4.090 -0.285 0.910 0.2241
H -3.349 -0.200 -1.587 0.2334
H -0.785 -0.667 -1.709 0.3577
H 1.774 1.859 -1.235 0.2330
H 1.152 1.909 0.527 0.3312
H 2.166 0.079 1.833 0.2909
N -0.276 -0.032 0.187 -0.4003
N 1.005 0.001 -0.337 0.0084
N 4.181 -1.323 -0.342 -0.4504
```


(ii)
Computed, not measured: one molecule with the formula C6H7N3, with wB97M-V/def2-TZVPD.

Calculated values
**SMILES**: C=N/C=C\C(C)=N\C#N
**2S+1**: 1

```
16
Properties=species:S:1:pos:R:3:mulliken_charge:R:1
C -1.336 -2.356 0.685 -0.2431
N -1.455 -1.687 -0.362 -0.3256
C -1.750 -0.399 -0.592 -0.0812
C -0.929 0.676 -0.578 -0.7179
C 0.467 0.679 -0.240 1.0200
C 1.066 2.008 0.118 -1.2307
N 1.128 -0.420 -0.263 -0.5872
C 2.389 -0.617 -0.046 0.4854
N 3.486 -0.936 0.115 -0.5281
H -1.435 -1.932 1.687 0.2581
H -1.116 -3.410 0.610 0.2677
H -2.773 -0.276 -0.938 0.3639
H -1.353 1.637 -0.833 0.3122
H 2.123 1.907 0.352 0.3733
H 0.546 2.408 0.988 0.3060
H 0.943 2.716 -0.701 0.3273
```


Result of the stability comparison: (ii) is the most stable of them.


(i)
Computed, not measured: one molecule with the formula HN2P, with wB97M-V/def2-TZVPD.

Calculated values
**2S+1**: 1

```
4
Properties=species:S:1:pos:R:3:mulliken_charge:R:1
N 1.732 -0.611 -0.105 -0.0921
N 0.652 -0.171 -0.082 0.1394
P -0.829 0.878 -0.112 -0.0332
H -1.554 -0.096 0.299 -0.0141
```


(ii)
Computed, not measured: one molecule with the formula HN2P, with wB97M-V/def2-TZVPD.

Calculated values
**2S+1**: 1

```
4
Properties=species:S:1:pos:R:3:mulliken_charge:R:1
N -3.195 -0.216 -0.072 -0.0570
N -2.155 0.266 0.099 0.0639
P -0.182 1.171 -0.050 0.0225
H -0.316 1.709 1.148 -0.0294
```


Result of the stability comparison: (i) is the most stable of them.